## i
2 unconnected molecules or ions with the total composition C5H9NO3S, computed with wB97M-V/def2-TZVPD.

XYZ file:
```
19
C5H9NO3S wB97M-V/def2-TZVPD
C 1.18 0.08 0.11
H -4.22 -0.83 1.30
O -0.53 -0.35 -1.42
H 1.96 0.32 -2.07
H 0.72 1.79 -1.19
H -1.07 -2.17 -0.28
O -0.31 -1.82 0.25
C 1.37 1.48 -0.37
H 0.96 -0.25 2.25
N -4.16 -0.94 0.27
H 1.71 2.31 0.31
C 1.68 -0.31 1.45
C 0.01 -0.65 -0.37
O -5.03 1.41 -0.37
C 2.26 0.45 -1.00
H 2.05 -1.38 1.25
S -4.37 0.15 -0.73
H 3.33 0.40 -1.06
H 2.47 0.30 1.69
```

Values from the calculation:
- LUMO energy (eV) = -0.46
- E_HOMO (eV) = -10.358
- frontier orbital gap (eV) = 9.9

## ii
C5H9NO3S in the gas phase, computed with wB97M-V/def2-TZVPD.

XYZ file:
```
19
C5H9NO3S wB97M-V/def2-TZVPD
O -0.98 -0.47 -2.24
H -0.46 -1.73 1.88
S -1.25 -1.05 -0.97
H 1.14 -0.93 -0.66
C -2.25 0.33 -0.20
C -1.26 1.39 -0.46
H 1.28 -1.37 1.80
O -1.96 -2.27 -1.00
O -1.39 2.33 -1.16
H -2.14 0.24 0.96
H -0.01 1.34 1.34
H 0.58 -2.93 1.07
C 0.22 -1.00 -0.04
C 0.39 -1.85 1.20
H 1.18 1.74 -1.32
H 1.98 2.03 0.21
N 1.25 1.56 -0.30
H -3.22 0.55 -0.56
C 0.01 1.13 0.23
```

Values from the calculation:
- LUMO energy (eV) = -0.01
- E_HOMO (eV) = -8.895
- frontier orbital gap (eV) = 8.9

Quick ranking, most stable first: i, ii.

## i
9 unconnected molecules or ions with the total composition C30H85N7O9, computed with wB97M-V/def2-TZVPD.

XYZ file:
```
131
C30H85N7O9 wB97M-V/def2-TZVPD
H 1.31 3.60 -2.44
C 0.97 3.79 3.07
O -5.14 3.86 1.10
C 2.22 4.78 2.91
H 6.38 -3.20 1.00
H 3.20 4.19 1.13
H -0.11 2.78 -0.09
H -6.73 1.26 1.27
C 1.75 -1.01 -4.53
H -2.15 -5.23 1.18
H -3.13 1.28 0.84
H 1.42 -3.36 4.51
N -4.12 1.44 0.78
H -6.88 -0.23 2.08
H 1.51 -4.91 3.75
N 2.39 2.64 -4.66
H 3.11 -1.84 1.63
C 5.62 -3.66 1.64
H 0.15 4.18 2.46
O 1.09 0.25 -4.74
H 7.40 -0.28 -2.08
C 2.17 2.95 -2.29
H -4.98 1.79 3.32
H 3.94 1.34 -0.06
H 0.01 1.75 4.73
H 2.83 -0.85 -4.60
H 1.18 2.76 2.79
H -3.22 -5.89 0.03
H -1.75 3.25 0.00
H -3.40 0.98 3.17
C -3.26 1.05 -2.89
H -4.65 5.58 2.04
H 2.33 1.86 -5.29
N 3.26 4.30 3.82
C -0.39 2.76 4.76
H 0.30 0.27 -0.35
H 6.67 -0.41 -3.65
C -4.48 0.86 3.08
H 3.71 3.51 3.37
H -4.73 3.00 0.98
C 2.24 1.96 -3.45
C -0.34 -0.27 2.41
H 4.27 -0.07 1.05
H 1.88 5.45 0.94
H -3.29 4.47 1.97
C -0.76 0.09 -0.15
H 5.72 -1.00 -0.79
C 1.54 -3.84 3.54
H -3.52 -4.25 0.58
H 3.46 5.88 1.54
H 3.12 3.48 -2.19
C 3.31 -4.24 1.61
H -0.66 3.01 5.78
H 1.88 5.75 3.27
C -1.37 -2.16 -3.54
O 4.36 -3.56 0.98
H -4.70 -1.13 -3.51
H -3.83 -1.57 -4.90
O -1.93 -4.38 -0.73
H 1.68 -2.13 2.06
C 4.99 -0.79 -1.57
C -6.30 0.27 1.30
H 1.54 3.16 -4.86
H -6.41 -2.40 1.03
H 1.47 -1.77 -5.25
H -2.49 -4.04 -1.43
C 1.00 1.07 -3.61
H -1.27 2.86 4.13
H -4.24 -0.45 1.40
H 4.91 -1.66 -2.22
N -0.08 -2.04 0.74
O -6.49 -0.43 0.09
O -3.10 0.18 -4.10
H 5.60 -3.11 2.58
H -4.33 1.24 -2.77
H -0.22 -1.02 3.19
O -1.49 1.25 0.20
H -1.01 0.48 2.84
C -4.37 4.53 2.09
H 7.16 1.16 -3.07
C -6.20 -1.87 0.10
H -1.11 -0.36 -1.08
H 3.06 -0.06 -1.79
H 5.93 -4.67 1.90
H -2.76 2.00 -3.07
H 3.62 -5.24 1.92
H -4.42 -3.26 -2.86
H -0.52 -2.65 0.06
H -1.18 2.34 -1.48
C -3.68 -1.15 -3.90
H -6.71 -2.45 -0.67
H -0.89 -1.19 -3.43
H -3.15 -3.76 -3.71
C -2.73 -4.95 0.31
H -4.31 1.19 -0.17
H -4.68 4.16 3.07
H 3.10 1.30 -3.34
C -0.85 -0.85 1.04
H -2.81 0.71 -1.96
H -1.31 -2.37 -4.60
C 2.89 -3.42 2.92
H -5.14 -2.04 -0.07
H -1.89 -1.11 1.27
H -4.80 0.04 3.73
O 5.40 0.36 -2.22
H 1.44 -1.46 -3.58
H 2.75 3.96 4.63
H 3.55 -2.50 -0.27
C 2.72 5.08 1.53
C -1.10 2.46 -0.40
H 2.62 -2.26 -1.48
H 0.12 1.71 -3.77
C -4.78 0.47 1.64
C -2.81 -2.02 -3.00
H -0.74 -2.86 -2.98
C 3.64 0.35 0.27
H 0.71 -3.62 2.87
C 6.71 0.22 -2.76
H 3.69 -3.45 3.66
N 2.59 -2.05 2.47
C 3.59 -0.53 -0.97
H -2.90 -1.59 -2.01
H 0.81 -1.80 0.32
H 2.48 -4.36 0.91
N -3.41 -3.30 -2.85
H 2.67 0.43 0.76
H 0.79 0.63 -2.64
N 2.95 -1.78 -0.65
O 0.56 3.74 4.48
H 2.05 2.51 -1.30
H 0.64 0.18 2.21
```

Values from the calculation:
- LUMO energy (eV) = 0.48
- E_HOMO (eV) = -8.821
- frontier orbital gap (eV) = 9.3
- SMILES = COC[C@H](C)N.COC[C@H](C)N.COC[C@H](C)N.COC[C@H](C)N.COC[C@H](C)N.COC[C@H](C)N.COC[C@H](C)N.CO.CO

## ii
9 unconnected molecules or ions with the total composition C30H85N7O9, computed with wB97M-V/def2-TZVPD.

XYZ file:
```
131
C30H85N7O9 wB97M-V/def2-TZVPD
H 1.26 3.26 -4.70
C 0.16 -5.65 -0.32
H -3.36 -6.80 1.21
H 3.20 7.26 -4.32
N 1.00 3.79 0.03
H -3.13 -6.15 -1.00
C 1.91 -0.91 3.21
H 1.87 0.04 -6.78
N 1.20 -0.63 -6.41
C 1.65 -1.03 -5.07
H 7.03 0.45 4.96
O 5.13 1.93 3.06
H 3.32 -0.43 -3.82
C -3.62 -2.06 -0.24
H -3.28 2.60 2.13
C -3.75 0.59 3.52
H -2.22 -1.56 2.82
H -4.78 -4.19 0.78
H 5.08 3.17 1.40
H -0.42 3.71 1.36
H 1.58 -7.37 0.16
H -4.91 -6.63 1.03
C 0.54 5.55 1.56
H 0.81 5.00 2.46
N -3.01 -0.31 5.72
H -4.27 1.45 3.95
N -0.26 -7.87 0.62
H 4.81 0.14 4.78
C 6.88 1.33 5.58
H 2.37 -1.76 2.70
H 2.18 7.16 -2.96
H -2.12 -0.73 5.95
O 2.49 0.31 2.64
H 0.47 -1.82 -3.39
H -1.78 1.58 2.40
O -3.55 -3.45 -0.70
H 0.60 -5.00 -1.07
H -1.18 2.50 -5.01
O 0.28 -5.04 0.97
C -0.11 4.49 0.66
H -2.92 -1.78 0.55
H -1.63 3.98 -4.21
H -2.15 -0.51 -4.42
H -0.39 -1.73 -5.01
C -0.81 3.49 -4.73
H 1.47 1.31 -0.12
H 1.48 7.69 -4.55
H 1.06 -7.35 -2.35
C 0.32 -1.28 -4.32
O 1.56 0.36 -0.10
H 6.19 3.32 3.92
H -5.33 -5.10 -2.10
H 7.08 1.08 6.62
H 1.55 4.48 -0.46
H -0.77 -3.40 0.50
H -3.20 -1.36 -0.95
H 0.52 -0.03 -5.98
C 2.75 -0.01 -4.65
H -0.13 6.40 1.69
C 0.33 -0.36 -0.47
H 3.63 3.26 2.32
H -4.65 -1.80 0.03
C 5.46 1.87 5.45
H 3.39 0.31 -5.48
C 4.39 2.56 1.98
H 0.91 -3.28 0.50
H -0.59 5.73 -1.05
C -1.60 -0.13 -3.56
H 0.60 3.40 -0.81
N 0.56 2.46 -2.91
H -1.35 -1.76 4.33
H 5.40 2.44 6.38
H -6.15 -5.75 -0.84
O -2.24 5.37 0.16
N -4.09 -6.89 0.51
H -0.03 0.13 -1.37
H -1.15 -7.88 0.13
H -3.07 -2.35 4.10
H -0.55 -7.74 -2.01
C 5.29 2.77 4.15
C 0.90 4.93 -3.39
H -1.35 4.12 -1.11
H 7.66 2.03 5.31
C 0.49 3.52 -3.97
H 1.59 4.74 -2.57
O -3.45 0.61 2.11
H -0.48 3.87 -5.70
H -1.91 0.87 -3.28
H -1.79 0.48 4.31
H -2.26 1.81 0.77
C -3.39 5.27 -0.60
H -3.56 4.20 -0.67
H -0.02 -3.34 2.13
H 3.98 1.84 1.28
H 2.30 0.87 -4.21
H -1.94 -0.74 -2.73
C -2.66 1.77 1.78
C -4.01 -5.83 -0.45
C -5.24 -5.94 -1.41
H 0.83 -1.00 3.08
H 2.38 0.29 1.69
H -0.90 -5.59 -0.56
H -3.09 -4.65 0.95
H -3.21 5.87 -1.49
C 2.18 7.02 -4.04
C -2.70 -0.13 4.34
H 2.26 -0.92 4.24
H -4.20 5.71 -0.03
H 0.50 -1.39 -0.75
H -0.41 -0.24 0.32
H -0.37 -7.36 1.48
H 3.79 1.21 5.06
O -0.20 -0.01 -3.85
H 1.52 2.60 -2.62
H 0.49 1.62 -3.47
H -3.75 -0.96 5.98
C 0.45 -7.85 -1.59
H 2.02 -2.01 -5.37
H 0.06 5.53 -3.05
C -1.05 4.94 -0.46
H 0.83 -8.87 -1.50
O 1.71 5.67 -4.34
C -2.34 -1.57 3.91
H -4.73 0.10 3.57
C -3.88 -4.45 0.23
C 0.60 -7.12 -0.25
N 4.54 0.74 5.55
H -5.36 -6.83 -2.04
H 1.45 6.06 1.22
C 0.09 -3.69 1.10
H 4.43 3.41 4.36
```

Values from the calculation:
- LUMO energy (eV) = 0.42
- E_HOMO (eV) = -9.127
- frontier orbital gap (eV) = 9.5
- SMILES = COC[C@H](C)N.COC[C@H](C)N.COC[C@H](C)N.COC[C@H](C)N.COC[C@H](C)N.COC[C@H](C)N.COC[C@H](C)N.CO.CO

Quick ranking, most stable first: i, ii.

## i
2 unconnected molecules or ions with the total composition C10H16N2O2, computed with wB97M-V/def2-TZVPD.

XYZ file:
```
30
C10H16N2O2 wB97M-V/def2-TZVPD
H -1.67 -0.99 -0.88
H -4.14 -2.73 2.41
C 0.02 -0.11 3.35
H -2.93 -1.32 2.83
O -1.01 0.08 3.87
O -0.03 -2.47 0.94
H -2.88 -2.96 3.73
H 3.13 -0.83 1.01
H 3.32 0.97 1.52
H 2.79 0.52 -0.12
C 0.44 1.57 -1.54
C 0.15 0.13 0.60
H 0.69 -1.84 -1.38
H 0.21 2.34 -0.87
N 0.05 0.26 -0.98
C 2.72 0.12 0.92
H 2.01 -0.70 3.26
C 1.29 0.05 1.29
H 0.63 -0.59 -2.86
H 1.50 1.71 -1.90
C -1.05 -2.67 1.44
H -1.61 -0.02 -2.38
H -1.88 0.67 -0.68
C 0.80 -0.80 -1.72
H 1.86 -0.54 -1.43
C -1.37 -0.03 -1.26
C -3.08 -2.42 2.77
C 1.15 -0.17 2.73
N -2.08 -3.03 1.91
H -0.29 1.75 -2.42
```

Values from the calculation:
- LUMO energy (eV) = 0.63
- E_HOMO (eV) = -6.869
- frontier orbital gap (eV) = 7.5

## ii
C10H16N2O2 in the gas phase, computed with wB97M-V/def2-TZVPD.

XYZ file:
```
30
C10H16N2O2 wB97M-V/def2-TZVPD
C 3.37 0.74 -0.96
O -0.64 1.74 1.19
H 3.24 0.94 -2.10
C -2.45 -1.35 0.48
H 1.54 0.27 2.05
H 3.85 -0.20 -0.85
C -0.97 -1.31 0.33
H 1.50 -0.78 -1.54
H -2.59 -2.76 -1.25
H 3.19 -0.33 1.52
C 2.54 0.51 1.40
H -0.48 -2.17 0.86
N -3.09 1.14 0.65
H -3.55 -1.15 -1.37
C -2.96 0.00 0.81
H 3.89 1.70 -0.54
H 1.72 1.72 -0.03
C -3.19 -1.92 -0.76
C 2.14 0.69 -0.11
H -4.10 -2.53 -0.47
O -1.23 0.61 -2.08
H 3.02 1.41 1.85
H -1.81 2.60 -0.47
H -1.07 2.44 1.54
C 1.28 -0.57 -0.43
H -2.69 -2.05 1.40
H 1.77 -1.35 0.09
C -1.20 1.68 -0.06
N -0.84 0.71 -0.88
C -0.18 -0.45 -0.27
```

Values from the calculation:
- LUMO energy (spin up / spin down) (eV) = 0.64 / 0.64
- E_HOMO (spin up / spin down) (eV) = -7.495 / -7.493
- frontier orbital gap (spin up / spin down) (eV) = 8.1 / 8.1
- SMILES = CC(C)CC(=C/[C@H](C)C#N)/[N+]([O-])=C\O

Quick ranking, most stable first: ii, i.

## i
A gas-phase ion, C4H8NO (charge +1), computed with wB97M-V/def2-TZVPD.

XYZ file:
```
14
C4H8NO wB97M-V/def2-TZVPD
C -0.43 0.28 -0.89
H -0.71 0.62 -1.87
N 0.29 1.35 -0.09
H 0.84 2.11 -0.59
H -1.16 -1.23 1.54
H -0.42 1.81 0.39
H 1.03 0.09 1.62
O -1.64 -0.08 -0.33
C 0.40 -0.82 -0.20
H -1.35 -2.06 0.05
C 1.09 0.30 0.55
H 1.03 -1.40 -0.83
C -1.05 -1.17 0.44
H 2.09 0.22 0.20
```

Values from the calculation:
- LUMO energy (eV) = -3.52
- E_HOMO (eV) = -15.570
- total charge = +1
- frontier orbital gap (eV) = 12.0
- SMILES = C1[NH2+][C@@H]2OC[C@H]12

## ii
A gas-phase ion, C4H8NO (charge +1), computed with wB97M-V/def2-TZVPD.

XYZ file:
```
14
C4H8NO wB97M-V/def2-TZVPD
H -0.79 1.50 0.72
H 0.55 2.97 -0.75
H -0.73 -0.47 -1.73
C -0.75 -0.33 -0.71
C 0.10 1.99 -1.03
H 1.51 -1.67 1.65
H -1.63 -0.53 -0.22
H 0.12 1.78 -2.03
C -0.55 1.14 -0.28
C 0.23 -1.31 -0.18
H -0.16 -1.59 1.93
O 0.75 -2.24 -0.61
N 0.63 -1.07 1.39
H 0.73 -0.17 1.82
```

Values from the calculation:
- LUMO energy (eV) = -3.97
- E_HOMO (eV) = -14.388
- total charge = +1
- frontier orbital gap (eV) = 10.4
- SMILES = C=CCC([NH3+])=O

Quick ranking, most stable first: ii, i.

## i
2 unconnected molecules or ions with the total composition C2H11N3O, computed with wB97M-V/def2-TZVPD.

XYZ file:
```
17
C2H11N3O wB97M-V/def2-TZVPD
H -0.78 -1.68 -0.56
H 1.34 -3.06 -1.77
H 1.34 -2.14 -3.08
H -0.40 1.63 3.47
O 1.70 2.42 2.22
H 0.32 3.81 2.84
N 0.90 -2.23 -2.17
N -1.32 -1.60 -1.42
C -0.57 -2.49 -2.34
H 0.29 3.31 1.15
H -1.55 1.89 2.30
H -1.06 -0.66 -1.69
H 1.60 1.61 1.71
H -0.81 -3.50 -2.00
C 0.35 2.94 2.17
N -0.57 1.93 2.52
H -0.78 -2.19 -3.36
```

Values from the calculation:
- LUMO energy (eV) = 0.91
- E_HOMO (eV) = -9.418
- frontier orbital gap (eV) = 10.3
- SMILES = NCN.NCO

## ii
2 unconnected molecules or ions with the total composition C2H11N3O, computed with wB97M-V/def2-TZVPD.

XYZ file:
```
17
C2H11N3O wB97M-V/def2-TZVPD
H -2.98 1.65 0.21
H -0.03 -2.52 1.03
H 2.55 -1.09 1.17
H -1.36 0.92 0.35
H 2.67 -3.21 0.22
N 2.29 -1.26 0.23
H 0.97 -3.35 2.13
N 0.71 -3.17 1.16
H 1.42 -0.74 0.25
H 1.46 -2.96 -0.74
N -2.18 1.15 -0.23
H -0.62 1.78 -1.65
C 1.78 -2.66 0.25
H -2.24 2.66 -1.86
O -0.96 3.48 -0.43
C -1.55 2.26 -1.07
H -1.26 4.38 -0.81
```

Values from the calculation:
- LUMO energy (eV) = 0.70
- E_HOMO (eV) = -9.473
- frontier orbital gap (eV) = 10.2
- SMILES = NCN.NCO

Quick ranking, most stable first: i, ii.

## i
4 unconnected molecules or ions with the total composition C2H11N3O, computed with wB97M-V/def2-TZVPD.

XYZ file:
```
17
C2H11N3O wB97M-V/def2-TZVPD
H -1.25 0.12 3.21
H 0.47 0.82 1.07
C -1.37 0.65 1.26
H 0.85 0.10 0.51
O -1.62 -0.49 0.80
N -1.55 0.88 2.62
H 0.84 0.08 -3.32
H -1.34 1.81 2.96
H 1.47 -1.81 -0.15
H -0.59 -0.57 -1.56
H 2.22 -0.52 -2.40
N 0.35 -0.97 -1.61
H -1.72 1.52 0.68
N 0.75 -1.09 -0.22
C 1.24 -0.05 -2.31
H 1.34 0.92 -1.83
H -0.09 -1.39 0.30
```

Values from the calculation:
- LUMO energy (eV) = 1.13
- E_HOMO (eV) = -7.898
- frontier orbital gap (eV) = 9.0

## ii
2 unconnected molecules or ions with the total composition C2H11N3O, computed with wB97M-V/def2-TZVPD.

XYZ file:
```
17
C2H11N3O wB97M-V/def2-TZVPD
H 2.63 0.39 -3.18
H -3.55 -0.08 0.86
H -1.31 -1.50 1.01
H -2.04 -0.08 2.76
C -3.10 -1.01 1.23
N -2.69 -0.84 2.63
O -1.97 -1.17 0.36
H -3.54 -0.55 3.11
H 2.91 0.07 0.39
C 2.09 1.11 -1.27
H 2.95 1.98 -2.88
N 2.33 1.21 -2.70
H 1.03 0.86 -1.16
H -3.75 -1.88 1.12
H 2.71 -0.78 -0.82
N 3.00 0.18 -0.62
H 2.30 2.09 -0.82
```

Values from the calculation:
- LUMO energy (eV) = 0.78
- E_HOMO (eV) = -9.194
- frontier orbital gap (eV) = 10.0
- SMILES = NCN.NCO

Quick ranking, most stable first: ii, i.